Here is a structure of composition C6H9NO in a non-equilibrium geometry from the OMol25 dataset. Energies are from wB97M-V/def2-TZVPD.

```
17
C6H9NO (wB97M-V/def2-TZVPD)
C -0.5977 1.4344 1.1826
C 1.5982 0.5926 -0.5423
C 0.4527 -0.3587 -0.8785
C -1.2421 -0.0434 0.2190
C -1.5580 -1.3874 -0.7616
C -0.4703 -1.5712 -1.5480
H -0.5358 1.5266 2.4139
H -1.0263 2.3099 0.9637
H 1.2161 0.7155 1.6426
H 2.4812 0.0541 0.1821
H 1.8973 1.3609 -1.4140
H 0.6529 -0.9551 -0.0856
H -0.6629 -0.6251 0.9452
H -2.2257 -2.2453 -0.3392
H -0.2882 -2.5405 -1.9570
N 0.8682 1.2471 0.7934
O -0.5596 0.4857 -0.8162
```

Output
Energy relative to the best compared isomer or geometry (same formula, charge and spin) in kcal per mole: 283.1
E in Eh: -363.57314
2S+1: 1
HOMO in eV: -8.57

=====

Here is a cluster of 14 separate species, C48H134N10O14 in total in a non-equilibrium geometry from the OMol25 dataset. Energies are from wB97M-V/def2-TZVPD.

```
206
C48H134N10O14 (wB97M-V/def2-TZVPD)
C -5.3555 -7.6492 0.2971
C -5.6221 -9.0238 1.0052
C -6.8806 -9.6640 0.4974
O -6.6354 -10.0521 -0.8512
C -7.7454 -10.3951 -1.6223
N -4.5515 -9.8988 0.8524
H -5.7776 -7.6942 -0.7069
H -4.2915 -7.4160 0.3378
H -5.8119 -6.8172 0.8334
H -5.7353 -8.8140 2.0688
H -7.7181 -8.9664 0.5063
H -7.1450 -10.4702 1.1817
H -8.0439 -11.3899 -1.2915
H -7.4301 -10.4551 -2.6640
H -8.6801 -9.8450 -1.5139
H -4.5638 -10.0649 -0.1437
H -4.7842 -10.7695 1.3082
C 4.1050 4.4964 -4.0453
C 4.4294 3.6198 -2.8094
C 5.7314 2.8152 -2.9921
O 6.0633 2.0012 -1.8448
C 7.3706 1.4284 -2.0214
N 4.5582 4.3834 -1.5977
H 3.4837 3.9754 -4.7738
H 5.0476 4.7784 -4.5144
H 3.7439 5.4903 -3.7812
H 3.6327 2.9009 -2.6181
H 6.5876 3.4673 -3.1643
H 5.5811 2.1215 -3.8193
H 8.0697 2.1544 -1.6063
H 7.6605 1.1954 -3.0460
H 7.5078 0.5220 -1.4316
H 5.3861 4.9543 -1.6910
H 4.8738 3.7335 -0.8919
C -0.2227 9.8643 -1.4393
C -0.3235 9.6630 0.0678
C -1.5526 8.9085 0.4001
O -2.7632 9.6949 0.0826
C -3.9978 8.9484 0.2245
N 0.9089 9.1073 0.5463
H -0.1969 8.9602 -2.0476
H 0.7349 10.2937 -1.7338
H -1.0322 10.4466 -1.8797
H -0.3320 10.6703 0.4843
H -1.5373 8.7357 1.4762
H -1.6206 7.9775 -0.1626
H -4.1468 8.2670 -0.6131
H -4.7978 9.6830 0.1321
H -4.1802 8.4158 1.1578
H 1.6138 9.6823 0.1074
H 0.9201 8.1868 0.1309
C 4.5323 0.5484 -8.5474
C 3.4316 -0.5158 -8.3872
C 3.1856 -1.1011 -6.9689
O 4.4037 -1.7485 -6.4702
C 4.2332 -2.4811 -5.2864
N 2.2200 0.0635 -8.9418
H 4.3867 1.3726 -7.8492
H 4.5376 1.0367 -9.5219
H 5.5404 0.1561 -8.4138
H 3.7230 -1.4277 -8.9085
H 2.4224 -1.8763 -7.0363
H 2.8552 -0.3895 -6.2122
H 3.8612 -3.4814 -5.5080
H 3.5772 -1.9247 -4.6170
H 5.2025 -2.4951 -4.7881
H 1.4688 -0.5833 -9.1355
H 2.4627 0.3453 -9.8808
C 1.3832 -0.0414 2.3372
C 0.1838 0.4090 1.4668
C -1.1434 -0.3400 1.7702
O -2.1946 0.1573 0.9488
C -3.4591 -0.2411 1.3659
N -0.0022 1.8180 1.6778
H 1.1989 0.0466 3.4079
H 2.2902 0.4695 2.0141
H 1.6073 -1.0902 2.1425
H 0.4689 0.2555 0.4260
H -1.3387 -0.2180 2.8355
H -0.9687 -1.4123 1.6820
H -4.1940 -0.1324 0.5683
H -3.8403 0.4021 2.1590
H -3.4403 -1.3026 1.6130
H 0.7023 2.2851 1.1250
H -0.8927 2.0647 1.2700
C -2.8135 6.9409 -7.7184
C -2.0083 5.5846 -7.5685
C -2.6682 4.5501 -6.6695
O -2.9728 5.0996 -5.3590
C -3.4674 4.0954 -4.4195
N -1.5699 5.0998 -8.8361
H -3.8024 6.8330 -8.1639
H -2.2704 7.5231 -8.4628
H -2.8735 7.4839 -6.7752
H -1.0817 5.8494 -7.0593
H -2.0435 3.6925 -6.4200
H -3.5470 4.0874 -7.1187
H -2.6584 3.3724 -4.3153
H -4.4545 3.8017 -4.7763
H -3.6162 4.6426 -3.4886
H -0.9357 4.3440 -8.6204
H -0.9834 5.8254 -9.2228
C 9.3997 5.8883 3.4293
C 8.1303 5.9555 2.6422
C 7.1359 6.8252 3.4893
O 6.8110 6.1066 4.7142
C 5.9571 4.9868 4.5103
N 8.4199 6.5639 1.3386
H 9.9080 6.8349 3.6127
H 10.1861 5.3497 2.9005
H 9.2838 5.4519 4.4214
H 7.7510 4.9380 2.5481
H 6.2367 7.0833 2.9298
H 7.5579 7.8086 3.6966
H 5.4670 4.6239 5.4138
H 6.5232 4.1656 4.0707
H 5.1390 5.2491 3.8396
H 8.7318 7.4745 1.6446
H 9.3098 6.2290 0.9978
C -0.8046 -9.4914 -4.5154
C -0.7240 -7.9869 -5.0693
C -1.3368 -7.0064 -4.0717
O -1.2980 -5.7111 -4.6909
C -1.5438 -4.6411 -3.8080
N 0.7268 -7.7602 -5.3343
H -0.4162 -10.1602 -5.2835
H -1.8502 -9.7250 -4.3148
H -0.2766 -9.6478 -3.5747
H -1.3254 -7.8832 -5.9725
H -0.8577 -7.0175 -3.0927
H -2.4149 -7.1320 -3.9718
H -2.3863 -4.7796 -3.1304
H -1.7107 -3.7428 -4.4023
H -0.6511 -4.5643 -3.1874
H 1.1602 -8.0589 -4.4723
H 0.7832 -6.7524 -5.3711
C 13.5237 -1.8612 1.9895
C 12.5133 -1.6551 3.1243
C 11.7027 -2.9564 3.2494
O 10.7338 -2.8888 4.2673
C 9.5603 -2.1470 3.9504
N 13.4632 -1.5407 4.2296
H 14.2479 -1.0573 1.8575
H 13.0008 -1.7951 1.0354
H 13.9994 -2.8358 2.0990
H 11.9183 -0.7433 3.0726
H 12.3030 -3.8097 3.5653
H 11.1764 -3.2449 2.3395
H 8.8234 -2.1111 4.7528
H 9.0758 -2.5891 3.0799
H 9.6323 -1.0907 3.6911
H 14.1589 -2.2693 4.3027
H 12.9685 -1.7415 5.0869
C -11.5126 -2.9225 -1.3931
C -12.5752 -2.2096 -0.5321
C -12.8557 -0.7883 -0.9613
O -11.7030 0.0649 -0.8072
C -12.0524 1.4464 -0.8029
N -13.7641 -3.0834 -0.6529
H -11.2898 -3.9180 -1.0090
H -10.5671 -2.3856 -1.3168
H -11.7919 -2.9656 -2.4458
H -12.1732 -2.1753 0.4805
H -13.7193 -0.4941 -0.3647
H -13.2423 -0.7391 -1.9793
H -12.6593 1.6761 0.0729
H -12.6705 1.7221 -1.6573
H -11.1220 2.0097 -0.8745
H -14.0992 -3.1658 0.2964
H -13.5753 -4.0481 -0.8847
C 3.4395 -0.3990 9.2670
C 2.3281 0.5055 9.6702
O 1.7094 -0.1708 10.7779
H 4.1455 -0.5100 10.0900
H 3.9375 -0.1288 8.3358
H 3.0549 -1.3918 9.0333
H 1.6454 0.7041 8.8440
H 2.7522 1.4697 9.9506
H 1.0808 -0.8035 10.4225
C -4.2572 -0.6074 7.9610
C -3.7259 -1.9302 7.4830
O -2.4875 -2.1548 8.0449
H -4.1122 -0.4416 9.0286
H -5.2896 -0.5102 7.6253
H -3.7160 0.1495 7.3932
H -3.6413 -1.9695 6.3970
H -4.4151 -2.6802 7.8712
H -2.2577 -3.0682 7.8592
C 1.6051 -6.5223 2.6104
C 3.0013 -6.5756 3.2173
O 2.9625 -6.2006 4.5749
H 0.9798 -7.2437 3.1365
H 1.6165 -6.9254 1.5978
H 1.1122 -5.5666 2.7888
H 3.7209 -5.9622 2.6750
H 3.4440 -7.5565 3.0447
H 3.7021 -6.6541 4.9860
C -9.4785 2.6352 5.3943
C -10.5249 2.7706 6.4648
O -10.3246 1.8197 7.5019
H -9.2931 1.5795 5.1959
H -8.5258 2.8902 5.8584
H -9.5984 3.2091 4.4754
H -11.5035 2.7044 5.9894
H -10.4822 3.7823 6.8680
H -10.2276 0.9810 7.0450
```

Output
Energy relative to the best compared isomer or geometry (same formula, charge and spin) in kcal per mole: 147.5
E in Eh: -3509.68904
2S+1: 1
HOMO in eV: -9.23

=====

Here is a cluster of 7 separate species, C48H108N7O3 in total in a non-equilibrium geometry from the OMol25 dataset. Energies are from wB97M-V/def2-TZVPD.

```
166
C48H108N7O3 (wB97M-V/def2-TZVPD)
C 16.9175 -1.3800 -7.6567
C 16.6079 0.0547 -7.2393
C 16.7180 0.3312 -5.7633
N 16.6386 1.7932 -5.4198
C 17.9872 2.4460 -5.7082
C 15.5726 2.5532 -6.1374
C 15.3142 3.7611 -5.2522
C 15.6801 3.3451 -3.7989
C 16.3663 1.9929 -3.9379
H 17.7675 -1.7411 -7.0468
H 17.3655 -1.4251 -8.6431
H 16.1809 -2.1388 -7.4067
H 15.5341 0.1487 -7.4740
H 17.0139 0.7855 -7.9384
H 17.6338 -0.0547 -5.3124
H 15.8688 -0.1278 -5.2559
H 18.3384 2.1344 -6.6938
H 18.7066 2.0173 -5.0176
H 17.7687 3.5053 -5.6315
H 16.0249 2.8365 -7.0855
H 14.6613 1.9803 -6.2746
H 15.8935 4.6559 -5.4968
H 14.2824 4.0997 -5.3146
H 16.3269 4.0585 -3.3017
H 14.7509 3.1893 -3.2592
H 17.2954 1.8311 -3.4000
H 15.7078 1.1696 -3.6604
C 17.6845 -0.3358 -18.0883
C 17.8731 -1.3262 -16.9579
C 19.2931 -1.8652 -16.9169
N 19.6073 -2.7143 -15.7158
C 18.6986 -3.9029 -15.7052
C 19.4996 -1.9648 -14.4119
C 20.4306 -2.7279 -13.4573
C 21.6160 -3.0311 -14.3581
C 21.0553 -3.1677 -15.7871
H 18.1655 0.6284 -17.9061
H 16.6281 -0.1127 -18.2404
H 18.0218 -0.7140 -19.0540
H 17.1901 -2.1548 -17.1770
H 17.5811 -0.9681 -15.9694
H 20.0021 -1.0299 -16.9087
H 19.5521 -2.4530 -17.7981
H 17.7399 -3.6339 -15.2759
H 19.1800 -4.7138 -15.1663
H 18.5437 -4.2365 -16.7292
H 18.4612 -1.9739 -14.1021
H 19.8751 -0.9630 -14.6186
H 19.8770 -3.6011 -13.1182
H 20.6584 -2.0686 -12.6215
H 22.0663 -4.0020 -14.1337
H 22.4331 -2.3131 -14.3586
H 21.1295 -4.1496 -16.2414
H 21.5520 -2.4541 -16.4407
C 20.7139 -4.0604 -5.3640
C 21.8828 -4.5808 -6.1751
C 21.6907 -4.2055 -7.6571
N 22.8392 -4.5371 -8.5477
C 23.4520 -5.8798 -8.2515
C 23.9095 -3.4854 -8.4408
C 23.6517 -2.4048 -9.5185
C 22.4908 -2.9620 -10.3275
C 22.3596 -4.4225 -9.9647
H 20.4670 -3.0215 -5.6053
H 20.8612 -4.1823 -4.2922
H 19.7873 -4.6112 -5.5548
H 21.8837 -5.6683 -6.0964
H 22.8242 -4.2125 -5.7572
H 21.4269 -3.1497 -7.7198
H 20.8306 -4.8185 -7.9301
H 24.2272 -5.9928 -9.0017
H 22.6757 -6.6309 -8.3727
H 23.8480 -5.8738 -7.2454
H 24.8640 -3.9423 -8.6906
H 23.9627 -3.1607 -7.4057
H 24.6107 -2.2601 -10.0164
H 23.4313 -1.4345 -9.0727
H 22.5470 -2.8672 -11.4114
H 21.6200 -2.3606 -10.0429
H 23.0851 -5.0018 -10.5440
H 21.3768 -4.8441 -10.1479
C 21.6212 3.4361 -16.8229
C 21.2327 3.0699 -15.3843
C 22.3631 3.4462 -14.4379
N 22.2857 2.7869 -13.0557
C 20.9814 3.0566 -12.3954
C 22.3564 1.2643 -13.2006
C 23.2559 0.7814 -12.0860
C 24.3152 1.8626 -11.9755
C 23.4981 3.1358 -12.2167
H 21.5684 4.5167 -16.9600
H 20.9123 2.9873 -17.5154
H 22.6297 3.1203 -17.0825
H 21.0156 1.9984 -15.3372
H 20.3434 3.5907 -15.0313
H 22.3521 4.5125 -14.2082
H 23.3610 3.1672 -14.7750
H 20.1453 2.8003 -13.0323
H 20.8791 4.1292 -12.2054
H 20.9942 2.5496 -11.4313
H 21.3344 0.9054 -13.2218
H 22.8809 1.0783 -14.1401
H 22.6490 0.5972 -11.1949
H 23.6037 -0.1754 -12.4846
H 24.8383 1.8479 -11.0270
H 24.9979 1.7408 -12.8179
H 23.0957 3.5706 -11.2977
H 24.0205 3.9782 -12.6672
C 22.6087 2.0099 -6.5516
C 22.8508 2.1842 -5.0606
C 22.9970 0.8668 -4.3454
N 23.4980 0.9915 -2.9113
C 22.4286 1.5691 -2.0818
C 24.8455 1.6765 -2.8110
C 25.4906 1.0920 -1.5674
C 24.7868 -0.2548 -1.3103
C 23.7921 -0.4347 -2.4537
H 23.4824 1.6105 -7.0796
H 22.6174 3.0083 -7.0090
H 21.6900 1.5054 -6.8467
H 22.0189 2.7738 -4.6607
H 23.7123 2.8368 -4.9165
H 23.7373 0.2599 -4.8657
H 22.0684 0.3014 -4.2893
H 22.3208 2.6244 -2.3289
H 22.7448 1.5652 -1.0387
H 21.5057 1.0259 -2.2442
H 24.6599 2.7471 -2.7553
H 25.3103 1.4517 -3.7699
H 25.2992 1.7382 -0.7025
H 26.5766 1.0659 -1.5285
H 24.3804 -0.4395 -0.3144
H 25.5624 -1.0273 -1.3160
H 22.8410 -0.9152 -2.2545
H 24.3768 -0.9447 -3.2171
C 19.2399 4.5244 -8.3512
C 18.3126 5.6824 -7.9838
C 19.0832 6.9140 -7.5137
N 18.3252 8.2254 -7.5292
C 19.2056 9.2245 -6.8371
C 17.9628 8.6948 -8.9544
C 16.4776 9.0748 -8.9028
C 16.1731 9.2322 -7.4160
C 17.0239 8.1571 -6.7690
H 20.0953 4.9158 -8.9135
H 18.8398 3.6629 -8.8770
H 19.7306 4.1596 -7.4404
H 17.6288 5.3794 -7.1863
H 17.6598 5.9833 -8.8092
H 20.0225 7.1195 -8.0287
H 19.3876 6.7818 -6.4699
H 18.8245 10.2262 -7.0124
H 20.1963 9.1615 -7.2843
H 19.2648 8.9911 -5.7803
H 18.6726 9.4721 -9.2212
H 18.1407 7.8175 -9.5688
H 16.2756 9.9790 -9.4716
H 15.9159 8.2639 -9.3668
H 16.4694 10.2265 -7.0802
H 15.1086 9.1271 -7.2189
H 17.1695 8.3595 -5.7097
H 16.5663 7.1764 -6.8690
N 20.0148 0.0724 -9.2591
O 20.1865 -0.8891 -8.4857
O 19.9063 1.2362 -8.7836
O 20.0271 -0.0910 -10.4973
```

Output
Energy relative to the best compared isomer or geometry (same formula, charge and spin) in kcal per mole: 0.0
E in Eh: -2500.88362
2S+1: 1
HOMO in eV: -17.88
Total charge: +5

=====

| no. | lowest unoccupied orbital energy (Eh) | frontier orbital gap (eV) |
| --- | --- | --- |
| 1 | 0.028 | 9.322 |
| 2 | 0.004 | 9.326 |
| 3 | -0.327 | 8.966 |